[1]
ORCA calculation (ωB97M-V/def2-TZVPD) on a 2-piece molecular cluster, C9H18B2N3O8S overall in a non-equilibrium geometry.

Values from the calculation:
largest force on an atom	6.522	eV Å⁻¹
LUMO	-4.67	eV
Kohn-Sham gap	7.5	eV
electronic energy	-42652.652	eV

```
! wB97M-V def2-TZVPD RIJCOSX def2/J DEFGRID3
* xyz 1 1
S 3.569 -1.025 -1.890
O -5.591 3.304 -2.125
O 1.725 -4.168 2.367
O -2.243 -0.753 2.663
O -4.290 1.424 -2.078
O -5.285 2.036 -4.004
O -2.538 2.636 0.257
O -0.500 1.845 1.735
O -0.910 0.855 -0.601
N -0.201 -1.906 2.584
N -0.910 -0.721 2.429
N 1.389 -0.067 1.920
C 2.686 0.639 1.589
C 3.943 -2.668 2.408
C -0.038 0.459 2.006
C -4.117 0.357 -2.991
C -4.380 0.994 -4.317
C 2.783 1.070 -0.024
C 1.234 -1.534 2.254
C -5.099 2.340 -2.686
C 4.097 0.360 -0.744
B -1.334 1.793 0.486
B 2.304 -2.781 2.328
H 2.649 1.682 2.168
H -1.400 -0.026 -0.458
H 4.851 0.046 0.098
H -4.824 0.297 -5.033
H 4.429 -1.915 1.656
H 4.598 1.198 -1.431
H 3.001 2.243 -0.070
H 1.773 0.793 -0.594
H -3.106 -0.054 -2.920
H 4.238 -2.510 3.530
H 2.196 -1.307 -1.647
H 3.647 0.094 1.976
H -3.101 2.181 -0.465
H 1.141 -4.308 1.559
H -4.839 -0.431 -2.755
H 4.363 -3.744 2.106
H -2.429 -0.160 3.474
H -3.478 1.430 -4.758
*
```



[2]
ORCA calculation (ωB97M-V/def2-TZVPD) on C9H18BaNO11 as an isolated structure in a non-equilibrium geometry.

Values from the calculation:
energy above the lowest of the compared OMol25 structures with the same formula, charge and spin	0.0	kcal per mole
largest force on an atom	6.347	eV Å⁻¹
LUMO	1.98	eV
Kohn-Sham gap	6.9	eV
electronic energy	-34335.303	eV

```
! wB97M-V def2-TZVPD RIJCOSX def2/J DEFGRID3
* xyz -1 1
Ba -1.558 0.241 -1.286
O -2.742 2.744 -0.737
O -3.920 4.261 -1.882
O 0.776 2.021 -4.914
O -3.454 -2.012 -1.008
O 2.543 -2.185 1.825
O -3.863 4.223 0.433
O -5.016 -2.204 0.616
O 0.401 0.757 -3.288
O -3.402 -0.682 0.711
O 0.851 1.397 -0.117
O -1.240 2.051 -3.964
N 0.385 -1.481 -0.200
C 1.875 0.538 0.232
C 1.706 -0.839 -0.503
C 3.442 -2.858 2.560
C 1.199 -2.744 1.863
C 1.236 2.730 0.206
C -3.949 -1.616 0.104
C 0.208 -1.791 1.263
C -3.515 3.751 -0.791
C -0.099 1.626 -4.055
H -0.776 -2.173 1.537
H 0.461 -2.440 -0.507
H 2.082 0.398 1.293
H 3.796 -3.788 2.114
H -5.033 -1.612 1.371
H 1.548 2.856 1.242
H 4.298 -2.187 2.640
H 0.953 -3.078 2.871
H 1.244 1.569 -4.209
H 2.567 -1.490 -0.353
H 0.217 -0.914 1.911
H 3.142 -2.994 3.599
H -4.586 4.826 0.248
H 2.107 3.130 -0.313
H 1.191 -3.635 1.235
H 2.811 0.788 -0.268
H 1.714 -0.599 -1.566
H 0.397 3.415 0.088
*
```



[3]
ORCA calculation (ωB97M-V/def2-TZVPD) on C9H18Br4ClO5P as an isolated structure in a non-equilibrium geometry.

Values from the calculation:
largest force on an atom	3.576	eV Å⁻¹
LUMO	0.34	eV
Kohn-Sham gap	9.9	eV
electronic energy	-321844.935	eV

```
! wB97M-V def2-TZVPD RIJCOSX def2/J DEFGRID3
* xyz 0 1
Br -1.156 -1.936 -2.445
Br 1.067 -3.288 2.562
Br -0.109 0.096 3.451
Br -4.603 -2.461 -3.591
Cl -2.033 2.724 0.022
P 0.380 0.072 -1.199
O 4.514 2.542 -0.863
O 1.347 -0.767 -2.122
O -0.807 0.540 -1.920
O -0.058 -0.780 0.071
O 2.536 1.667 -1.394
C 0.731 2.682 -0.109
C -0.458 2.532 0.851
C -0.302 -1.586 4.415
C -0.381 3.616 1.954
C 0.932 -2.438 4.303
C -2.954 -2.388 -4.618
C 3.739 1.644 -0.784
C 1.441 1.389 -0.512
C -1.825 -3.074 -3.900
H 0.820 -1.548 -2.506
H -2.750 -1.340 -4.810
H -2.114 -4.029 -3.473
H -1.186 -2.072 4.017
H 1.863 0.981 0.416
H -1.351 4.093 2.062
H 0.893 -3.252 5.023
H -3.172 -2.896 -5.554
H 0.313 4.408 1.689
H 0.435 3.221 -1.006
H 3.988 0.736 -0.220
H -0.139 3.166 2.914
H -0.463 1.573 1.362
H -0.979 -3.223 -4.567
H 1.493 3.277 0.392
H -1.016 -0.710 0.192
H -0.477 -1.304 5.450
H 1.845 -1.870 4.447
*
```



[4]
ORCA calculation (ωB97M-V/def2-TZVPD) on C9H18Cl3CrO3 as an isolated structure in a non-equilibrium geometry.

Values from the calculation:
energy above the lowest of the compared OMol25 structures with the same formula, charge and spin	43.2	kcal per mole
largest force on an atom	4.733	eV Å⁻¹
LUMO (spin up / spin down)	-1.05 / -0.24	eV
Kohn-Sham gap (spin up / spin down)	7.8 / 8.6	eV
electronic energy	-81758.391	eV

```
! wB97M-V def2-TZVPD RIJCOSX def2/J DEFGRID3
* xyz 0 4
Cr 0.628 -0.743 0.989
Cl 1.618 -1.640 3.025
Cl 0.337 -2.672 -0.363
Cl 0.605 1.575 1.725
O -1.421 -0.843 1.553
O 0.063 0.419 -0.939
O 2.545 -0.442 0.182
C -3.244 -2.349 1.340
C -2.853 -1.123 3.455
C -2.438 -1.340 2.062
C 3.377 0.217 -0.497
C 3.336 0.371 -1.977
C 4.277 1.085 0.361
C -1.602 2.183 -1.243
C -0.687 0.809 -3.207
C -0.762 0.978 -1.740
H 4.289 0.652 -2.425
H -3.930 -1.291 3.433
H 0.137 1.400 -3.605
H 2.861 -0.519 -2.390
H -3.312 -2.268 0.255
H -2.477 -1.815 4.209
H -2.690 -0.172 3.962
H 4.033 1.129 1.422
H -2.603 1.792 -1.059
H 5.235 0.571 0.282
H -2.909 -3.370 1.527
H -1.259 2.679 -0.335
H -1.497 1.191 -3.828
H 2.606 1.162 -2.152
H -0.702 -0.216 -3.578
H -1.751 2.890 -2.059
H -4.270 -2.360 1.705
H 4.459 2.061 -0.090
*
```



[5]
ORCA calculation (ωB97M-V/def2-TZVPD) on a 5-piece molecular cluster, C9H18Cl6O6 overall in a non-equilibrium geometry.

Values from the calculation:
energy above the lowest of the compared OMol25 structures with the same formula, charge and spin	0.0	kcal per mole
largest force on an atom	1.035	eV Å⁻¹
LUMO	0.39	eV
Kohn-Sham gap	11.2	eV
electronic energy	-97044.523	eV

```
! wB97M-V def2-TZVPD RIJCOSX def2/J DEFGRID3
* xyz 0 1
Cl -2.695 -1.665 -0.345
Cl 0.834 -0.422 0.169
Cl -1.631 4.850 3.178
Cl -0.461 2.157 3.130
Cl -3.358 -3.750 -2.270
Cl 0.321 2.426 -0.387
O -1.441 -0.716 -3.800
O 3.986 0.761 3.577
O -2.490 -1.102 -5.756
O -3.332 0.239 -4.142
O 5.763 0.560 4.781
O 4.487 -1.267 4.429
C -4.444 0.508 -4.992
C -3.986 -2.537 -1.185
C 2.939 0.174 2.831
C 6.693 -0.235 5.521
C -0.320 0.768 -0.423
C 4.728 -0.101 4.269
C -1.834 3.165 2.681
C -2.423 -0.575 -4.678
C -0.289 -1.432 -4.252
H 6.373 -0.325 6.559
H -4.130 1.077 -5.866
H 7.639 0.295 5.482
H 0.450 -1.351 -3.461
H -5.130 1.125 -4.416
H -4.552 -1.796 -1.743
H -0.523 0.553 -1.465
H 2.296 -0.458 3.445
H 0.104 -1.009 -5.174
H 6.775 -1.228 5.087
H 3.307 -0.455 2.015
H -1.935 3.121 1.602
H 2.353 0.969 2.381
H -2.730 2.798 3.165
H -4.941 -0.414 -5.285
H -1.214 0.733 0.183
H -4.662 -2.954 -0.446
H -0.527 -2.486 -4.398
*
```



[6]
ORCA calculation (ωB97M-V/def2-TZVPD) on C9H18ClILaN2O2PS as an isolated structure in a non-equilibrium geometry.

Values from the calculation:
energy above the lowest of the compared OMol25 structures with the same formula, charge and spin	95.3	kcal per mole
largest force on an atom	9.093	eV Å⁻¹
LUMO	-8.75	eV
Kohn-Sham gap	4.2	eV
electronic energy	-58291.748	eV

```
! wB97M-V def2-TZVPD RIJCOSX def2/J DEFGRID3
* xyz 2 1
La -1.787 -1.037 2.258
I 1.478 0.593 -0.731
Cl -4.188 -0.912 1.364
S -1.050 -1.793 4.727
P 0.087 0.157 -3.433
O 1.903 -1.511 -2.648
O 1.422 -2.510 1.833
N -0.855 0.849 3.912
N 0.975 0.047 4.890
C 1.278 1.467 4.699
C 0.367 -2.026 1.868
C 0.869 -1.082 -2.021
C -0.247 -0.827 -4.916
C -0.270 -0.273 4.546
C -1.448 0.847 -2.797
C -0.185 -2.106 -1.611
C 1.376 1.358 -3.794
C -0.052 2.060 4.287
H -1.261 1.458 -1.908
H 1.203 1.794 -4.784
H 0.511 -1.611 -5.047
H 1.659 1.894 5.634
H -2.174 0.054 -2.565
H -0.224 -0.158 -5.789
H -1.180 -1.659 -1.488
H 2.341 0.840 -3.761
H -0.224 -2.853 -2.419
H -1.237 -1.298 -4.875
H 1.371 2.146 -3.036
H 0.152 -2.624 -0.706
H 1.615 -0.613 5.325
H 2.044 1.595 3.919
H -1.861 1.481 -3.594
H 0.011 2.735 3.435
H -0.562 2.548 5.133
H -1.860 0.973 4.094
*
```